# 1
This record from OMol25 describes 11 unconnected molecules or ions with the total composition C5H29NO11 at a distorted geometry. The level of theory is wB97M-V/def2-TZVPD.

Computed properties:
- E_tot (Eh) = -1090.23158
- ΔE to the lowest compared entry with this formula, charge and spin (kJ/mol) = 445.5
- total charge = 0
- HOMO energy (eV) = -9.480

XYZ file:
```
46
Properties=species:S:1:pos:R:3:forces:R:3:lowdin_charge:R:1
O 1.69324 -0.45598 1.45679 -1.0083 -0.4715 0.1156 0.022
C 1.07478 0.52194 1.82296 1.3240 0.5388 0.0849 -0.187
C -0.32783 0.85082 1.51706 -1.4697 -1.5531 -1.6019 -0.284
C -0.17624 1.37257 0.02307 -0.0566 1.2357 -0.2736 -0.164
C -0.85142 0.50100 -0.99706 2.1157 -0.9496 -0.3973 -0.195
C -1.31859 0.98691 -2.12487 -1.4303 1.7936 -0.2518 0.000
N -1.23773 -0.32252 1.54692 -0.2646 -0.2607 -0.4116 0.047
H 1.67391 1.35225 2.24282 -0.2233 0.0989 0.2105 0.146
H -0.75693 1.55925 2.19944 0.1700 0.6777 0.1154 0.138
H 0.90472 1.51947 -0.22835 -0.7069 -0.5017 -0.0478 0.101
H -0.59096 2.37306 -0.16768 0.2003 -0.4212 0.8054 0.077
H -0.62243 -0.55823 -0.96584 -0.2419 -0.2249 0.0365 0.085
H -1.69666 0.47683 -3.00070 0.2354 -0.5094 0.2035 0.056
H -1.55753 2.07069 -2.12798 0.4927 -0.5432 -0.2810 0.065
H -0.92054 -1.05293 0.88368 -0.0720 0.6737 0.5823 0.050
H -2.17964 -0.04709 1.17383 1.0624 -0.2926 0.5325 0.066
H -0.24494 -3.63184 0.81801 0.6652 0.0060 0.0812 0.030
H 0.90136 -3.34551 -0.30679 -0.4436 0.0383 0.7388 0.015
O -0.05375 -3.42554 -0.10353 -0.8186 0.0332 -0.5824 -0.071
H -3.53391 2.54214 0.64802 0.2609 -0.0754 0.2350 0.063
H -3.23028 2.50734 -0.80395 0.2631 -0.1502 -0.1424 0.045
O -2.79786 2.36329 0.04598 -1.0988 0.4282 0.2155 -0.044
H 2.92824 -2.04766 -0.05154 -0.1360 -0.3020 -0.0345 0.061
H 1.68347 -1.45842 -0.68058 -0.0769 -0.0858 0.1282 0.042
O 2.21775 -2.26477 -0.67626 0.6866 0.2464 -0.2174 -0.053
H 3.59907 1.63457 -1.51173 -0.5746 0.2240 -0.1543 0.017
H 2.50649 2.56751 -2.16653 0.2095 -0.3589 -0.1530 0.035
O 3.04074 2.42365 -1.38189 0.1603 0.2267 0.4951 -0.067
H -1.76193 -3.26748 2.65585 -0.0308 -0.3878 0.3891 0.031
H -0.93026 -2.07265 2.74795 0.2595 0.1451 0.4655 -0.006
O -0.97451 -2.97087 3.13367 -0.3553 0.3394 -0.9334 -0.078
H -4.18805 -1.65854 0.60941 0.3646 0.3123 -0.0778 0.034
H -4.39549 -0.51625 -0.36925 0.1809 0.0601 0.0852 0.037
O -4.07785 -0.69866 0.52167 -0.6544 0.0649 0.2243 -0.077
H -3.40418 -2.68567 -1.51858 1.0201 -0.1416 -0.5849 0.042
H -1.88392 -2.80781 -0.80096 0.2400 -0.2337 -0.9763 -0.001
O -2.84103 -2.74200 -0.74879 -0.9588 -0.1594 1.4208 -0.060
H 1.48310 3.66613 0.16946 -0.0653 0.5043 -0.2851 0.020
H 0.41354 4.85270 0.30313 0.4284 -0.0681 -0.3225 0.045
O 0.75662 4.04145 0.68353 -0.0536 -0.1845 0.6752 -0.054
H 3.34190 -0.30744 0.78940 0.3727 0.4559 0.6477 -0.026
H 4.52481 0.19541 1.67063 -0.2515 -0.1152 -0.0287 0.042
O 4.30178 -0.15128 0.80154 0.2329 -0.1759 -0.5682 -0.063
H 2.93332 -0.35859 -3.24394 0.1027 0.5867 -0.0705 0.053
H 3.24879 -1.23792 -2.12466 0.2661 0.4415 0.5416 0.030
O 3.32686 -0.29333 -2.36332 -0.3223 -0.9648 -0.6335 -0.065
```
Forces are in eV/Å.

---

# 2
This record from OMol25 describes 9 unconnected molecules or ions with the total composition C5H29NO8 at a distorted geometry. The level of theory is wB97M-V/def2-TZVPD.

Computed properties:
- E_tot (Eh) = -864.43984
- total charge = -1
- 2S+1 = 2
- HOMO energy (alpha / beta) (eV) = 0.153 / -6.093

XYZ file:
```
43
Properties=species:S:1:pos:R:3:forces:R:3:lowdin_charge:R:1
C -2.29336 1.35096 2.91966 3.3697 -1.1086 0.6295 -0.111
C -2.51977 0.11658 2.06555 -0.4519 0.3619 -2.2391 -0.254
N -1.23952 -0.42520 1.53847 0.6724 4.4243 1.8275 -0.231
C -0.47709 0.73405 0.85025 -1.3971 2.1264 -0.4000 -0.195
C 0.66816 1.42927 1.66102 -1.5336 -2.3673 2.5485 -0.126
C -1.28466 -1.57694 0.81629 -0.0518 -3.6065 -3.1943 -0.189
H -1.67733 1.01323 3.81837 -0.1948 0.4627 -1.1843 0.100
H -1.78912 2.22435 2.45059 -0.3787 -0.8482 0.1977 0.074
H -3.12263 1.68224 3.40109 -3.0158 1.0065 0.9054 0.021
H -3.11945 0.39395 1.10397 0.3297 -0.2597 1.5471 0.135
H -3.12210 -0.62713 2.63870 0.7323 0.2496 -0.4770 0.116
H -1.24838 1.58996 0.66487 0.9784 -1.5988 0.0386 0.098
H -0.06802 0.55521 -0.20160 -0.7437 -0.7440 1.7148 0.083
H 0.61372 1.14619 2.77753 0.0416 -0.0939 -1.6273 0.087
H 0.71444 2.48330 1.76852 -0.3447 1.1651 -0.8499 0.034
H 1.56126 1.03895 1.27973 1.5741 -0.2184 -0.2703 -0.007
H -0.52088 -2.31928 1.14659 -0.5406 0.2937 -0.1705 0.034
H -1.00837 -1.36772 -0.26392 -0.4578 -0.5079 0.8029 0.093
H -2.25168 -2.19702 0.77973 0.9530 1.2932 0.3410 0.112
H 2.20725 -3.10621 -2.04829 0.1084 0.3893 2.1817 -0.010
H 1.19567 -3.74390 -2.92144 -3.9041 -2.2793 0.3579 -0.010
O 1.98082 -3.31854 -2.93039 3.4445 1.6545 -2.6105 -0.009
H 0.99531 -2.74864 0.37232 2.5531 0.2343 -1.4439 0.037
H 2.31514 -1.93632 -0.19630 -0.3287 0.6611 0.2571 -0.016
O 1.82875 -2.77165 -0.22098 -1.6995 -0.6897 0.7131 -0.139
H 0.66758 0.84678 -1.89948 1.8419 -1.1765 1.2885 -0.058
H 0.23560 0.56680 -3.38261 0.6188 0.6159 1.6995 0.052
O 0.15835 1.18229 -2.59212 -1.7196 0.2052 -3.0647 -0.112
H 2.45848 -0.69199 -4.32716 -1.0945 -0.2152 0.5693 0.022
H 1.52682 -1.87677 -3.63067 0.6306 3.5722 -0.9773 0.080
O 1.54582 -0.81548 -3.96352 0.5997 -3.2353 0.3279 -0.214
H -1.21150 2.46256 -3.28367 1.2153 -0.6364 -0.3083 -0.010
H -2.05983 1.98977 -2.11789 0.2833 -0.7323 0.2515 0.009
O -1.94042 2.69127 -2.74197 -1.8743 1.7745 0.2472 -0.058
H 3.23827 0.07076 -1.56920 -0.3221 0.0000 0.9515 0.007
H 3.16100 0.59991 -0.11638 1.3559 1.7404 1.3708 -0.065
O 2.78424 -0.03261 -0.68118 -1.1028 -1.8647 -2.3486 -0.290
H -0.91666 3.68543 -0.88101 0.8372 -0.5732 -0.4273 0.001
H -0.46727 4.38044 0.49624 3.2804 -0.1378 2.2254 -0.036
O -1.07981 4.26046 -0.14735 -4.1859 0.7056 -1.9289 -0.019
H 1.87451 -2.74354 2.52418 4.2957 3.5400 0.4404 -0.040
H 0.44449 -2.84359 2.62501 0.0374 -0.3240 0.1522 0.034
O 1.24220 -3.35218 2.41842 -4.4112 -3.2588 -0.0651 -0.028
```
Forces are in eV/Å.

---

# 3
This record from OMol25 describes 9 unconnected molecules or ions with the total composition C5H29NO9S at a distorted geometry. The level of theory is wB97M-V/def2-TZVPD.

Computed properties:
- E_tot (Eh) = -1337.91873
- ΔE to the lowest compared entry with this formula, charge and spin (kJ/mol) = 0.0
- total charge = 0
- HOMO energy (eV) = -8.845

XYZ file:
```
45
Properties=species:S:1:pos:R:3:forces:R:3:lowdin_charge:R:1
C -0.87614 -0.45050 -2.86713 -1.3728 -0.3468 2.4352 -0.093
N 0.05455 -0.08969 -1.78568 0.8999 0.1318 -0.3188 -0.063
C 0.38888 1.33623 -1.52633 0.3267 -0.3371 -0.6470 -0.330
C 1.88197 1.45574 -1.21058 0.6843 0.3158 -0.7252 -0.230
C 2.19857 1.05210 0.23015 0.4781 0.2273 -0.0498 -0.516
S 3.64682 -0.09179 0.35783 -0.5826 0.1189 0.5636 0.702
C -0.01522 2.32258 -2.63194 -1.4292 -0.7984 0.5407 -0.194
O -1.34774 2.75637 -2.32393 -0.1061 0.0143 0.2893 -0.070
H -1.53316 -1.19250 -2.39396 -0.1379 0.0176 -0.3698 0.054
H -1.52611 0.42345 -2.88063 -0.1705 -0.1839 -1.0672 0.078
H -0.60356 -0.94166 -3.79848 0.7929 0.8205 -0.2895 0.085
H 0.91107 -0.61691 -1.75823 -0.0021 -0.3514 -0.3189 0.076
H -0.19082 1.58972 -0.63869 0.1608 0.6577 0.0262 0.103
H 2.54052 0.93885 -1.92591 -0.7541 -1.0586 0.0992 0.093
H 2.29447 2.41331 -1.55805 -0.5293 0.6410 1.1677 0.113
H 2.39002 1.90757 0.87477 0.2254 0.1274 -0.1192 0.066
H 1.32502 0.59288 0.67784 -0.0128 -0.4328 -0.0336 0.036
H 4.01452 0.00931 -0.90803 0.1727 -0.0188 -0.3517 -0.167
H 0.63544 3.18994 -2.62813 0.2664 -0.0003 -0.4143 0.114
H -0.09045 1.74411 -3.55385 0.7639 0.4782 -0.3615 0.114
H -1.86707 2.92577 -3.11386 0.2199 0.0309 -0.1398 0.087
H 0.83998 -2.36122 3.86026 -0.3526 -0.0598 -0.0821 0.053
H 1.85561 -1.81550 2.91198 -0.0701 0.0728 -0.2425 0.039
O 0.93355 -2.10133 2.93603 0.3912 -0.0099 0.1361 -0.048
H 1.98085 -3.44290 -0.93963 -0.1095 -0.1715 -0.1727 0.056
H 1.33770 -2.40381 -0.07778 -0.0433 0.0648 -0.0239 0.014
O 1.13129 -3.00941 -0.80163 0.1964 0.2009 0.2264 -0.047
H -2.64210 -1.46528 2.99479 0.0124 -0.0252 0.1031 0.031
H -1.91700 -2.54577 2.26363 0.0168 -0.0787 0.0697 0.003
O -2.69640 -2.40994 2.81031 0.0421 0.1222 0.0735 -0.045
H -0.67932 1.04729 2.74454 -0.0533 -0.2287 -0.0181 -0.001
H -0.94266 2.53109 3.15070 -0.1241 -0.0492 0.3400 0.031
O -0.30415 1.81480 3.19509 0.1944 0.0059 0.0576 -0.058
H -3.71446 -1.07740 1.02175 0.2828 -0.3336 0.0146 -0.003
H -3.07289 -1.68905 -0.28534 -0.1324 -0.0181 0.3308 -0.026
O -3.84596 -1.23659 0.08675 -0.4357 0.4727 -0.4783 -0.072
H -1.22239 0.22330 0.60867 0.2640 -0.7297 -0.8214 0.047
H -0.41742 -1.11366 1.07974 0.1704 0.2533 -0.6682 0.014
O -0.96036 -0.36516 1.31960 -0.5491 0.5916 1.5258 -0.045
H 0.25178 3.80788 0.86181 0.2503 -0.7042 0.5210 0.042
H -0.89063 2.78755 1.42392 1.0997 -0.2309 0.0239 -0.014
O -0.67269 3.58453 0.94837 -1.2306 1.1654 -0.8376 -0.036
H -1.04548 -2.79217 -1.26050 -0.3918 -0.0370 -0.5788 0.019
H -1.56627 -3.15044 0.01413 -0.7031 -0.4135 0.1833 0.043
O -1.91892 -2.98779 -0.87298 1.3814 0.0872 0.4024 -0.054
```
Forces are in eV/Å.

---

# 4
This record from OMol25 describes a single C5H2Br2N4 molecule at a distorted geometry. The level of theory is wB97M-V/def2-TZVPD.

Computed properties:
- E_tot (Eh) = -5558.78696
- ΔE to the lowest compared entry with this formula, charge and spin (kJ/mol) = 56.9
- total charge = 0
- HOMO energy (eV) = -9.716

XYZ file:
```
13
Properties=species:S:1:pos:R:3:forces:R:3:lowdin_charge:R:1
Br 0.19570 2.34092 -3.11716 -0.4627 -0.4259 1.2795 0.675
Br -1.41808 -2.21538 -0.63489 0.0238 0.1021 0.4556 0.751
N 0.24853 1.77802 2.07227 1.3368 2.6351 2.5950 0.115
N -0.81052 0.28482 -1.47717 0.9112 0.7175 0.6940 0.002
N 0.18093 2.11910 -0.26355 -1.3282 -0.6855 -2.3128 0.139
C 0.04226 0.84293 2.94319 -0.3220 -1.3587 -2.4170 -0.119
C -0.24860 1.52055 -1.40941 0.7769 -0.2506 1.9196 -0.738
C -0.86512 -0.42397 -0.34947 -0.6549 0.0122 -0.7276 -0.684
C -0.10847 1.40975 0.83972 0.9194 0.5178 -0.1935 -0.353
C -0.56424 0.12455 0.89825 -0.8791 -2.4962 0.7229 -0.197
N -0.48682 -0.27371 2.28835 0.0350 0.2056 -0.5182 0.117
H 0.38723 0.78906 3.97783 -0.4760 0.2922 -0.3547 0.134
H -0.73935 -1.14076 2.79008 0.1199 0.7343 -1.1428 0.158
```
Forces are in eV/Å.

---

# 5
This record from OMol25 describes a single C5H2ClN molecule at a distorted geometry. The level of theory is wB97M-V/def2-TZVPD.

Computed properties:
- E_tot (Eh) = -706.40700
- ΔE to the lowest compared entry with this formula, charge and spin (kJ/mol) = 460.2
- total charge = 0
- HOMO energy (alpha / beta) (eV) = -8.954 / -8.941

XYZ file:
```
9
Properties=species:S:1:pos:R:3:forces:R:3:lowdin_charge:R:1
C -1.09881 2.66591 -1.80152 -0.7981 1.2347 -0.9436 0.025
C -0.33652 1.89483 -1.18800 0.1130 -2.5811 1.0911 -0.273
C -0.11174 0.85508 -0.31879 1.9645 1.7582 -0.0870 -0.099
C -0.49967 -0.52287 -0.42248 0.7189 2.9150 1.2516 -0.133
C -1.43443 -1.18268 -2.57448 -0.4721 0.1640 -0.5959 -0.507
N -1.16574 -0.93053 -1.44739 0.3582 -0.5378 0.1974 0.021
Cl -2.81939 -1.12100 -3.49095 0.0026 -0.1010 0.0129 0.725
H 0.62376 1.19003 0.51293 -1.5059 -1.2484 -0.8920 0.134
H -0.27393 -0.98738 0.50879 -0.3810 -1.6035 -0.0346 0.106
```
Forces are in eV/Å.

---

# 6
This record from OMol25 describes a molecular structure, C5H2N2 at a distorted geometry. The level of theory is wB97M-V/def2-TZVPD.

Computed properties:
- E_tot (Eh) = -301.03810
- ΔE to the lowest compared entry with this formula, charge and spin (kJ/mol) = 238.3
- total charge = 0
- HOMO energy (alpha / beta) (eV) = -9.584 / -9.584

XYZ file:
```
9
Properties=species:S:1:pos:R:3:forces:R:3:lowdin_charge:R:1
C -1.32291 -0.75738 0.00945 0.0526 1.4668 0.5347 -0.028
C -1.24622 0.65434 0.06842 3.2551 -3.4966 -0.6867 -0.143
C 0.03802 -0.93686 -0.03131 -1.7096 1.1180 -0.2181 0.201
C 0.95401 0.04701 -0.04160 -1.7202 -0.1684 0.1041 -0.324
C 2.32055 -0.02365 0.03126 1.5948 0.5292 -0.2580 -0.176
N 0.03317 1.09024 -0.03935 1.1229 -0.6722 0.5070 0.135
N 3.46124 -0.13902 0.02966 0.3684 -0.0326 0.1391 0.171
H -2.25313 -1.25519 -0.01948 -0.1464 -1.1527 -0.0237 0.093
H -1.98474 1.32050 -0.00705 -2.8176 2.4084 -0.0983 0.071
```
Forces are in eV/Å.